1.
Computed, not measured: a cluster of 2 separate species, C4H12N2O2 in total at a distorted geometry, with ωB97M-V/def2-TZVPD.

Last column: Löwdin charge in e.
Cartesian coordinates (Å):
C 0.000 0.000 0.000  -0.173
N 0.291 -1.283 -0.413  -0.161
C 1.258 -1.942 0.397  -0.223
C 0.613 -3.159 1.152  -0.120
C -0.306 -2.698 2.152  -0.620
N -1.485 -3.290 2.211  0.175
O 0.108 -1.899 3.017  0.007
H -0.898 0.367 -0.525  0.087
H 0.829 0.703 -0.188  0.081
H -0.208 -0.018 1.083  0.085
H 0.282 -1.546 -1.407  0.132
H 2.083 -2.257 -0.270  0.116
H 1.685 -1.274 1.169  0.121
H 0.048 -3.784 0.433  0.112
H 1.293 -3.826 1.715  0.138
H -1.649 -4.051 1.547  0.113
H -2.143 -3.130 2.978  0.130
O 0.561 -0.422 9.430  -0.092
H -0.085 0.316 9.350  0.045
H 0.834 -0.613 8.504  0.047

Results
LUMO level	0.03092	hartree
relative energy (zero: lowest compared OMol25 entry of this formula, charge and spin)	168.9	kJ/mol
HOMO-LUMO gap	0.3378	Ha
charge	0
multiplicity	1


2.
Computed, not measured: a cluster of 8 separate species, CH18O8 in total at a distorted geometry, with ωB97M-V/def2-TZVPD.

Last column: Löwdin charge in e.
Cartesian coordinates (Å):
O -0.385 0.986 0.263  0.139
H -0.189 0.194 0.930  0.104
H 0.408 1.545 0.189  0.096
H -0.479 0.376 -0.615  0.142
C -1.109 -1.735 2.495  -0.302
O -0.032 -1.268 1.773  -0.367
H -1.483 -0.805 2.994  0.083
H -0.915 -2.144 3.346  -0.005
H -1.889 -2.300 2.111  0.050
O 0.114 -3.428 0.318  -0.102
H 0.015 -2.620 0.881  -0.045
H 0.495 -4.117 0.813  -0.010
O 1.433 2.879 -1.429  0.002
H 2.288 2.788 -1.114  0.008
H 1.281 2.785 -2.360  0.041
O 2.207 -0.637 -0.964  -0.020
H 2.758 -0.495 -1.740  0.042
H 1.484 -1.128 -1.251  -0.032
O -2.308 1.737 -2.391  -0.176
H -2.929 1.906 -3.224  0.100
H -1.732 0.878 -2.292  0.015
O 0.338 2.175 2.720  -0.056
H 1.045 1.585 3.028  0.049
H 1.041 2.837 2.891  0.053
O -0.505 -0.435 -2.164  -0.114
H -1.015 -1.352 -2.244  0.181
H 0.071 -0.195 -2.959  0.125

Results
LUMO level	-0.02153	hartree
relative energy (zero: lowest compared OMol25 entry of this formula, charge and spin)	431.2	kJ/mol
HOMO-LUMO gap	0.2481	Ha
charge	0
multiplicity	1


3.
Computed, not measured: the molecule C26H28N4OS, with ωB97M-V/def2-TZVPD.

Last column: Löwdin charge in e.
Cartesian coordinates (Å):
C 6.401 2.243 -0.683  -0.097
O 5.325 3.105 -0.409  -0.089
C 4.111 2.556 -0.118  -0.282
C 3.841 1.194 -0.060  -0.017
C 2.565 0.754 0.240  -0.008
C 1.526 1.650 0.478  -0.238
N 0.281 1.103 0.804  0.083
C -0.957 1.661 0.797  -0.733
S -1.265 3.133 0.088  0.729
N -1.960 0.950 1.378  -0.097
C -1.816 -0.407 1.862  -0.132
C -2.024 -1.478 0.771  -0.094
C -0.950 -1.490 -0.266  -0.165
C -0.959 -0.882 -1.495  -0.238
C -1.999 -0.046 -2.147  0.004
N 0.227 -1.136 -2.134  0.143
C 1.022 -1.910 -1.339  -0.226
C 2.297 -2.419 -1.542  -0.020
C 2.855 -3.168 -0.530  -0.060
C 2.174 -3.423 0.671  -0.289
C 2.848 -4.249 1.727  -0.058
C 0.905 -2.919 0.866  0.011
C 0.311 -2.155 -0.140  -0.146
C -3.265 1.565 1.570  -0.157
C -4.290 1.136 0.554  -0.191
C -4.439 1.815 -0.650  -0.047
C -5.383 1.372 -1.562  -0.059
C -6.144 0.260 -1.235  -0.155
N -6.023 -0.386 -0.088  0.064
C -5.127 0.048 0.780  -0.128
C 1.808 3.015 0.450  -0.054
C 3.079 3.455 0.151  0.003
H 7.251 2.890 -0.895  0.091
H 6.637 1.607 0.177  0.094
H 6.201 1.613 -1.556  0.094
H 4.609 0.459 -0.241  0.102
H 2.379 -0.308 0.292  0.097
H 0.324 0.100 0.935  0.104
H -0.840 -0.540 2.340  0.126
H -2.573 -0.556 2.637  0.120
H -2.993 -1.312 0.297  0.098
H -2.052 -2.450 1.268  0.121
H -1.871 1.004 -1.878  0.059
H -2.993 -0.355 -1.833  0.074
H -1.932 -0.129 -3.230  0.085
H 0.473 -0.786 -3.044  0.164
H 2.834 -2.228 -2.460  0.111
H 3.847 -3.576 -0.656  0.110
H 3.793 -3.795 2.023  0.080
H 2.218 -4.345 2.608  0.072
H 3.064 -5.247 1.347  0.080
H 0.375 -3.115 1.788  0.114
H -3.129 2.648 1.504  0.068
H -3.613 1.310 2.576  0.128
H -3.822 2.675 -0.862  0.075
H -5.524 1.879 -2.504  0.103
H -6.889 -0.133 -1.915  0.102
H -5.081 -0.507 1.711  0.116
H 1.038 3.736 0.660  0.036
H 3.298 4.510 0.124  0.119

Results
LUMO level	0.02401	hartree
relative energy (zero: lowest compared OMol25 entry of this formula, charge and spin)	0.0	kJ/mol
HOMO-LUMO gap	0.3019	Ha
charge	0
multiplicity	1


4.
Computed, not measured: the molecule C4H5NO2S at a distorted geometry, with ωB97M-V/def2-TZVPD.

Last column: Löwdin charge in e.
Cartesian coordinates (Å):
C -0.263 0.245 -2.002  -0.025
C -0.156 -0.193 -0.583  -0.183
O -0.020 -1.474 -0.173  0.029
C 0.096 -1.572 1.151  -0.923
S 0.185 -2.940 2.055  0.606
N 0.176 -0.338 1.697  0.096
C 0.059 0.641 0.716  -0.264
O -0.113 1.959 0.958  0.040
H -0.150 1.293 -1.943  0.057
H -1.207 0.110 -2.471  0.066
H 0.602 -0.218 -2.653  0.132
H 0.008 0.093 2.615  0.183
H 0.782 2.395 0.633  0.187

Results
LUMO level	0.00206	hartree
relative energy (zero: lowest compared OMol25 entry of this formula, charge and spin)	284.3	kJ/mol
HOMO-LUMO gap	0.2765	Ha
charge	0
multiplicity	1


5.
Computed, not measured: the molecule C5H6O at a distorted geometry, with ωB97M-V/def2-TZVPD.

Last column: Löwdin charge in e.
Cartesian coordinates (Å):
C -1.280 -1.221 0.301  -0.029
C -0.217 -0.184 0.265  -0.346
C -0.065 2.058 -0.061  -0.012
O -0.629 1.058 0.584  -0.051
C 1.104 -0.417 -0.182  -0.116
C 2.237 -0.741 -0.482  0.131
H -0.847 -2.159 0.642  0.082
H -1.750 -1.384 -0.683  0.089
H -2.070 -0.894 0.984  0.086
H 0.432 1.785 -0.968  0.065
H -0.057 3.065 0.338  0.071
H 3.239 -1.014 -0.746  0.028

Results
LUMO level (spin up / spin down)	0.00610 / 0.02878	hartree
relative energy (zero: lowest compared OMol25 entry of this formula, charge and spin)	459.4	kJ/mol
HOMO-LUMO gap (spin up / spin down)	0.2806 / 0.2960	Ha
charge	0
multiplicity	1


6.
Computed, not measured: a cluster of 13 separate species, C5H34NO14 in total at a distorted geometry, with ωB97M-V/def2-TZVPD.

Last column: Löwdin charge in e.
Cartesian coordinates (Å):
C -0.161 -0.644 0.359  -0.101
C 0.503 -1.471 -0.780  -0.155
C 0.756 -2.872 -0.341  -0.275
O 1.481 -3.719 -1.224  -0.071
C -1.645 -0.865 0.353  -0.414
N -2.128 -1.846 1.194  0.028
C -1.595 -2.284 2.498  -0.065
O -2.540 -0.334 -0.327  -0.010
H 0.233 -0.938 1.342  0.094
H 0.185 0.423 0.345  0.089
H -0.132 -1.476 -1.669  0.104
H 1.408 -0.865 -0.984  0.101
H 1.101 -3.046 0.706  0.128
H -0.247 -3.342 -0.395  0.121
H -3.133 -1.858 1.177  0.128
H -2.110 -1.764 3.319  0.083
H -0.501 -2.159 2.598  0.077
H -1.708 -3.372 2.536  0.077
H 2.736 -0.199 4.001  0.020
H 1.582 0.655 3.434  -0.006
O 2.411 0.043 3.129  -0.184
H 0.298 4.576 -1.349  0.035
H 0.788 4.134 0.200  0.018
O 0.973 4.329 -0.723  -0.050
H -3.011 -1.104 -2.305  0.029
H -3.657 -1.791 -1.297  0.015
O -3.560 -1.904 -2.254  -0.079
H 0.773 2.522 1.543  0.034
H -0.756 2.061 2.089  0.024
O -0.033 2.025 1.435  -0.081
H 1.487 2.587 4.149  -0.016
H 1.723 -3.245 -2.026  0.079
O 0.936 1.833 3.917  -0.337
H 2.958 0.767 1.621  0.031
H 2.971 -0.584 0.890  0.031
O 2.914 0.355 0.728  -0.084
H -1.299 2.826 -0.243  -0.007
H -2.001 1.525 -0.635  -0.006
O -1.729 2.392 -0.986  -0.075
H 0.293 0.646 -4.429  -0.001
H -0.384 0.968 -3.160  0.029
O -0.554 0.498 -3.990  -0.072
H -2.233 -2.346 -3.795  -0.003
H -0.931 -1.471 -3.743  -0.014
O -1.293 -2.339 -4.006  -0.088
H 1.470 1.708 -3.357  0.034
H 2.417 0.598 -3.540  0.048
O 1.869 1.181 -4.076  -0.074
H -1.610 0.903 4.172  0.011
H -0.531 1.831 3.835  -0.021
O -1.573 1.728 3.674  -0.169
H 1.725 1.624 -0.655  0.010
H 2.955 1.324 -1.429  0.043
O 2.110 1.774 -1.525  -0.066

Results
LUMO level	0.09721	hartree
relative energy (zero: lowest compared OMol25 entry of this formula, charge and spin)	391.7	kJ/mol
HOMO-LUMO gap	0.3284	Ha
charge	-1
multiplicity	1


7.
Computed, not measured: a structure of composition C4H7Br6Ca2F2O6PRb2 at a distorted geometry, with ωB97M-V/def2-TZVPD.

Last column: Löwdin charge in e.
Cartesian coordinates (Å):
Rb -3.440 -2.003 2.786  1.018
Rb 1.259 2.061 2.566  0.985
Ca -0.944 -3.703 -0.289  1.564
Ca 1.215 -2.147 2.115  1.515
O -0.944 -2.999 1.879  -0.753
H -1.205 -3.622 2.585  -0.049
O 1.232 -3.065 0.085  -0.636
H 1.665 -3.223 -0.777  -0.005
O -1.143 -1.519 -0.863  -0.495
P -0.953 -0.293 0.061  0.450
O 0.161 -0.314 1.127  -0.514
F -2.372 -0.093 0.882  -0.241
F -0.868 1.109 -0.801  -0.125
C 5.192 -0.677 2.434  0.019
C 3.723 -1.055 2.616  -0.815
O 3.454 -2.130 3.094  -0.065
O 2.845 -0.281 2.212  -0.248
H 5.531 -1.112 1.494  0.093
H 5.467 0.369 2.570  0.082
H 5.756 -1.202 3.204  0.085
C -3.852 0.794 -2.731  -1.489
Br -5.645 1.501 -3.234  0.549
Br -2.630 1.246 -4.277  0.507
Br -3.978 -1.132 -2.552  0.565
H -3.531 1.316 -1.829  -0.035
C -1.131 4.299 -2.780  -1.478
Br -0.426 3.882 -4.619  0.511
Br -3.099 4.618 -2.823  0.512
Br -0.325 5.934 -2.017  0.549
H -1.015 3.440 -2.120  -0.057

Results
LUMO level	-0.25032	hartree
relative energy (zero: lowest compared OMol25 entry of this formula, charge and spin)	9.9	kJ/mol
HOMO-LUMO gap	0.2529	Ha
charge	+2
multiplicity	1